Entry 1:
Computed, not measured: a molecular structure, C43H38CdF3N8SSiTe, with ωB97M-V with the def2-TZVPD basis set.

```
96
Properties=species:S:1:pos:R:3:forces:R:3
Cd -1.711 -1.065 -0.336 0.09 0.59 -1.03
C -0.033 -5.039 2.603 0.97 0.10 -2.53
C 0.215 -4.405 1.347 -0.48 -0.51 2.18
C -0.090 -3.080 1.141 0.36 -0.73 0.84
C -0.683 -2.334 2.155 -0.78 -0.40 1.05
C -0.922 -2.985 3.390 0.69 1.21 -1.82
C -0.544 -4.280 3.590 -0.54 -0.52 1.74
N -1.220 -1.099 1.803 -0.08 0.64 0.37
C -1.558 -0.066 2.593 0.43 -0.41 0.95
C -1.126 0.176 3.957 0.07 -0.15 0.53
C -1.488 1.288 4.686 -0.65 0.38 -1.36
C -2.352 2.267 4.117 -0.09 -0.66 -1.40
C -2.804 2.119 2.789 2.09 -1.73 2.98
C -2.430 0.949 2.086 -0.42 0.75 -0.20
N -2.900 0.718 0.824 -0.82 0.08 -1.20
N -3.894 1.365 0.390 0.70 0.02 0.79
C -4.250 1.073 -0.944 0.15 0.19 -0.26
C -5.203 1.894 -1.528 -0.47 0.33 0.88
C -5.597 1.680 -2.825 0.19 -0.61 0.18
C -4.954 0.671 -3.528 -0.23 -0.07 -1.21
C -3.979 -0.081 -2.883 0.19 0.33 0.05
N -3.664 0.103 -1.617 0.33 0.08 0.87
H 0.199 -6.088 2.739 0.08 0.08 0.01
H 0.676 -5.006 0.628 0.55 -0.53 -1.38
H 0.143 -2.611 0.226 0.34 0.35 -1.07
H -1.419 -2.422 4.108 -0.76 0.65 1.42
H -0.682 -4.743 4.563 -0.21 0.13 0.09
H -0.499 -0.509 4.521 0.13 -0.20 -0.66
H -1.044 1.486 5.656 -0.19 -0.28 0.04
H -2.657 3.103 4.708 -0.03 0.56 0.15
H -3.337 2.886 2.338 -1.12 1.00 -0.89
H -5.658 2.653 -0.905 0.02 0.06 -0.05
H -6.424 2.234 -3.233 0.04 0.21 -0.29
H -5.215 0.510 -4.589 0.31 -0.11 0.74
H -3.320 -0.806 -3.307 -0.17 -0.61 -0.92
C 2.901 1.491 -2.834 1.38 1.61 -0.59
C 2.766 0.330 -3.534 -0.68 -0.93 -0.05
C 1.818 -0.596 -3.201 -0.42 0.96 0.39
C 0.899 -0.273 -2.153 -0.24 -1.87 -0.20
C 1.127 0.832 -1.328 0.50 1.36 -0.14
C 2.119 1.741 -1.747 -1.48 0.21 1.64
N -0.142 -1.093 -1.925 -1.24 -0.50 0.33
N -0.197 -2.263 -2.730 1.17 1.41 0.24
C -1.100 -3.110 -2.422 -1.35 -0.15 0.28
C -1.147 -4.385 -3.070 -0.41 -1.50 0.48
C -1.816 -5.431 -2.484 0.38 0.55 -1.04
C -2.659 -5.233 -1.374 -0.75 -0.43 0.55
C -2.779 -3.934 -0.976 0.27 -0.36 -0.31
N -2.125 -2.881 -1.491 0.53 -0.06 0.28
H 3.627 2.215 -3.212 -0.17 -0.01 0.40
H 3.346 0.165 -4.396 0.90 -0.23 -0.95
H 1.625 -1.466 -3.786 0.02 -0.40 -0.14
H 0.477 1.042 -0.444 0.54 -0.23 -0.83
H 2.205 2.689 -1.203 0.11 -0.40 -0.21
H -0.566 -4.567 -3.951 0.40 0.11 -0.23
H -1.738 -6.407 -2.930 0.01 -0.28 -0.18
H -3.297 -6.039 -0.939 0.79 0.83 -0.34
H -3.424 -3.695 -0.179 -0.94 0.28 0.90
C 4.331 2.085 3.956 -0.81 -0.06 -0.72
Si 3.306 2.031 2.387 0.18 -0.29 -0.59
C 1.468 2.199 2.658 -0.09 0.72 -0.22
C 3.913 3.295 1.130 -0.68 0.27 1.27
C 3.584 0.418 1.511 -0.13 0.41 -0.16
C 3.666 -0.421 0.637 0.03 -0.46 0.36
H 4.121 3.023 4.427 0.43 0.88 0.29
H 5.367 1.866 3.788 0.63 0.33 -0.14
H 3.990 1.367 4.658 -0.48 -0.98 0.61
H 1.104 3.118 3.137 0.37 0.08 -0.12
H 1.082 1.416 3.274 -0.21 -0.75 0.27
H 0.969 2.144 1.680 0.10 -0.11 0.16
H 4.194 4.237 1.579 -0.25 0.49 0.32
H 3.182 3.469 0.357 -0.06 0.00 -0.28
H 4.821 2.937 0.741 1.13 -0.71 -0.95
F 0.542 5.836 -5.271 0.00 -0.22 0.66
C 0.297 6.018 -3.937 0.29 0.95 -1.89
F -0.420 7.189 -3.894 0.18 -0.89 0.32
F 1.469 6.291 -3.361 0.19 -0.09 0.20
C -0.397 4.859 -3.329 -0.92 -0.30 0.61
C -0.361 3.534 -3.746 0.66 0.97 -0.84
C -1.094 2.606 -3.043 0.03 0.89 -0.04
N -1.862 2.918 -2.040 -1.18 0.60 2.15
C -1.898 4.182 -1.575 0.59 -0.73 -1.37
C -1.179 5.166 -2.227 -0.12 0.82 1.39
H 0.186 3.232 -4.627 0.21 0.00 0.04
H -1.090 1.590 -3.278 0.21 -1.55 -0.64
H -2.508 4.418 -0.714 -0.10 -0.21 0.05
H -1.188 6.175 -1.783 -0.01 -0.45 -0.54
Te 3.673 -2.032 -0.612 0.10 -0.38 0.37
C 4.224 -3.425 0.936 -0.14 0.27 -0.55
C 3.651 -3.484 2.161 -0.21 0.21 1.48
C 4.197 -4.490 3.021 0.44 -0.18 -0.24
C 5.166 -5.212 2.392 0.44 -0.93 -0.38
S 5.411 -4.668 0.794 -0.07 0.46 -0.44
H 2.912 -2.796 2.571 0.04 -0.06 -0.54
H 3.930 -4.652 4.058 -0.22 0.05 -0.13
H 5.742 -6.123 2.631 -0.56 0.79 0.42
```
Positions in Å, forces in eV/Å.

As for the spin multiplicity: 1. As for the HOMO-LUMO gap: 0.1499 Eh. Its net charge is -1.



Entry 2:
Computed, not measured: a molecular structure, C43H38CeClN6O2PS2Se2Te, with ωB97M-V with the def2-TZVPD basis set.

```
97
Properties=species:S:1:pos:R:3:forces:R:3
Ce -0.417 -0.366 -0.380 0.14 1.67 -0.13
N -1.100 4.562 1.068 0.12 0.69 -0.48
C -0.926 3.295 0.585 -0.19 -1.51 1.27
S -1.375 1.904 1.607 3.86 0.87 -3.23
N -0.394 3.304 -0.634 -0.21 0.92 0.06
N -0.227 2.191 -1.324 0.89 0.38 -1.37
C 0.458 2.422 -2.442 -1.79 0.31 2.63
C 0.692 1.418 -3.380 1.70 -0.31 -2.39
C 1.138 1.735 -4.749 -0.91 -0.23 2.66
C 1.415 0.691 -5.552 0.24 0.30 -2.02
C 1.345 -0.601 -5.057 -0.13 -0.93 -1.23
C 1.062 -0.821 -3.759 -0.89 2.01 1.13
N 0.684 0.186 -2.917 0.38 -1.81 -0.57
H -1.553 4.724 1.964 0.28 -0.08 -0.53
H -0.874 5.345 0.414 -0.38 -1.14 1.10
H 0.894 3.377 -2.549 0.10 1.19 -0.38
H 1.191 2.756 -5.068 0.00 0.36 -0.07
H 1.672 0.874 -6.626 -0.21 -0.26 1.06
H 1.363 -1.453 -5.725 0.62 -0.01 -0.01
H 1.128 -1.761 -3.312 -0.12 -1.46 0.53
Se 1.991 -1.738 4.009 -0.34 0.66 -0.12
P 2.961 -0.572 2.492 -0.07 -1.53 0.94
Se 2.232 0.137 0.621 0.18 0.58 -0.70
C 3.858 0.803 3.234 -0.94 1.16 -1.08
C 4.866 0.613 4.159 0.72 -0.56 -1.08
C 5.547 1.736 4.542 -0.36 0.35 1.46
C 5.152 3.030 4.251 -0.24 -0.56 0.24
C 4.121 3.213 3.349 -0.17 1.39 0.26
C 3.486 2.117 2.812 -0.86 -1.03 -1.27
C 4.250 -1.715 1.931 0.52 -0.76 -0.92
C 3.958 -3.102 1.800 0.06 -0.33 0.55
C 4.993 -4.007 1.605 -0.05 -0.26 -0.02
C 6.298 -3.558 1.307 -1.15 0.62 -0.27
C 6.527 -2.211 1.088 -1.85 1.45 0.57
C 5.467 -1.240 1.482 1.89 -2.09 -0.62
H 5.307 -0.365 4.452 -1.00 0.61 -0.21
H 6.197 1.546 5.351 1.31 0.26 0.62
H 5.529 3.841 4.853 0.37 0.26 -0.28
H 3.804 4.260 3.160 0.04 -0.90 -0.20
H 2.695 2.223 1.969 1.39 -0.19 1.83
H 2.921 -3.471 1.925 0.78 0.40 0.16
H 4.833 -5.111 1.641 -0.12 1.07 -0.05
H 7.039 -4.303 1.125 0.62 -0.25 -0.21
H 7.420 -1.905 0.540 -0.08 0.21 0.61
H 5.616 -0.165 1.425 0.25 -0.18 -0.08
C 1.751 -7.074 -5.452 0.09 -0.97 -2.05
C 1.344 -6.129 -4.392 -0.51 1.18 -0.68
C 0.303 -5.227 -4.757 0.97 -0.70 1.88
C -0.242 -4.392 -3.767 0.43 0.45 -1.22
C 0.358 -4.328 -2.539 -0.24 -0.38 0.18
C 1.483 -5.081 -2.314 0.04 0.71 2.31
C 1.957 -6.036 -3.138 0.28 -1.54 -1.19
S -0.157 -3.386 -1.102 -1.70 0.97 0.71
O -0.426 -4.264 0.027 0.58 0.34 -1.77
O 0.920 -2.393 -0.972 0.49 -0.82 0.29
N -1.365 -2.356 -1.425 0.57 -1.40 -0.89
C -2.723 -2.572 -1.499 0.76 -1.73 -0.55
C -3.384 -3.787 -1.796 1.00 0.72 0.71
C -4.751 -3.865 -1.568 -1.61 0.36 -0.24
C -5.517 -2.754 -1.278 -0.09 0.28 -0.15
C -4.924 -1.487 -1.304 1.82 0.32 0.77
C -5.592 -0.271 -1.042 -0.52 -0.96 -1.46
C -4.969 0.934 -1.122 1.40 -0.99 0.29
C -3.551 0.938 -1.341 -1.87 -2.21 1.57
N -2.899 -0.224 -1.278 1.73 3.30 -1.20
C -3.474 -1.391 -1.367 -3.79 -1.39 0.25
H 1.121 -6.863 -6.364 0.34 -0.66 0.95
H 1.641 -8.123 -5.138 -0.25 0.25 -0.16
H 2.764 -7.045 -5.905 -0.13 0.48 0.90
H -0.029 -5.274 -5.779 -0.41 0.25 -0.08
H -0.929 -3.617 -4.010 -1.04 0.14 -0.23
H 1.927 -4.841 -1.372 0.64 -0.52 0.61
H 2.721 -6.781 -2.809 -0.47 1.00 -0.45
H -2.820 -4.686 -2.060 -0.07 0.39 0.21
H -5.334 -4.772 -1.686 0.51 -0.35 0.09
H -6.568 -2.772 -1.000 0.08 -0.44 -0.32
H -6.673 -0.328 -1.057 -0.16 0.15 0.72
H -5.547 1.733 -0.748 -0.22 1.49 -0.41
H -3.010 1.837 -1.373 0.88 0.93 0.01
Cl -1.287 -1.386 1.749 -0.57 -0.64 0.97
C -3.105 3.710 4.552 0.46 -2.33 -0.46
Te -3.721 2.409 2.882 -3.61 2.03 1.61
C -4.606 4.317 2.114 -0.76 -1.50 2.09
C -4.241 5.410 3.084 1.15 0.42 0.49
C -4.436 6.759 2.764 -0.35 0.22 0.84
C -4.096 7.818 3.650 -0.67 -1.37 0.15
C -3.554 7.436 4.865 0.93 -0.80 0.34
C -3.213 6.101 5.190 -0.87 0.95 -0.92
C -3.558 5.086 4.286 0.20 0.87 -0.09
H -1.992 3.560 4.511 -0.95 0.44 0.61
H -3.594 3.234 5.422 0.70 0.48 -0.19
H -5.668 4.096 2.092 -0.21 0.39 -0.06
H -4.244 4.415 1.143 0.70 0.54 -1.60
H -4.988 6.898 1.857 -0.05 0.61 -0.52
H -4.370 8.873 3.553 0.16 -0.48 -0.60
H -3.265 8.176 5.586 -0.07 0.45 0.23
H -2.710 5.930 6.146 -0.16 -0.28 -0.45
```
Positions in Å, forces in eV/Å.

As for the spin multiplicity: 2. As for the HOMO-LUMO gap (spin up / spin down): 0.1769 / 0.1770 Eh. Its net charge is -1.



Entry 3:
Computed, not measured: a molecular structure, C43H38CoN4O3Si, with ωB97M-V with the def2-TZVPD basis set.

```
90
Properties=species:S:1:pos:R:3:forces:R:3
Co -0.673 -0.502 0.264 -0.16 0.24 -0.69
C -1.400 -3.524 -0.629 0.04 0.04 -0.07
N -1.926 -2.252 -0.080 0.35 0.14 0.07
C -2.656 -2.419 1.193 -0.03 -0.10 0.08
C -1.814 -2.135 2.407 0.02 -0.08 -0.10
C -2.060 -2.745 3.628 0.00 0.00 0.00
C -1.226 -2.464 4.695 -0.01 -0.01 0.00
C -0.159 -1.598 4.504 0.01 0.01 -0.04
C -0.001 -1.023 3.256 0.03 -0.09 0.10
N -0.828 -1.259 2.241 0.17 0.07 0.03
C -2.849 -1.702 -1.100 -0.19 -0.11 -0.01
C -3.304 -0.331 -0.713 0.28 -0.03 0.02
C -4.603 0.038 -0.838 0.03 0.07 -0.06
C -4.944 1.394 -0.472 -0.08 -0.03 -0.06
C -3.988 2.269 -0.156 0.03 0.04 -0.05
C -2.521 1.908 -0.207 0.02 -0.15 0.06
N -2.280 0.447 -0.268 -0.30 0.14 0.21
C -0.165 -4.168 -0.033 -0.09 0.11 -0.10
C 0.541 -5.071 -0.826 0.05 0.12 -0.05
C 1.685 -5.652 -0.314 -0.01 -0.02 -0.01
C 2.082 -5.324 0.973 0.02 -0.02 -0.01
C 1.293 -4.448 1.692 -0.02 0.03 0.05
N 0.184 -3.890 1.209 -0.12 0.04 0.24
H -1.188 -3.321 -1.680 0.10 -0.08 0.02
H -2.200 -4.280 -0.620 -0.10 0.11 0.01
H -3.082 -3.425 1.266 0.01 0.01 -0.01
H -3.492 -1.713 1.193 0.02 0.01 -0.03
H -2.877 -3.447 3.724 0.01 0.00 0.00
H -1.392 -2.930 5.657 0.00 0.00 0.00
H 0.537 -1.370 5.299 0.00 0.00 0.00
H 0.831 -0.356 3.059 -0.03 0.01 0.02
H -3.704 -2.369 -1.270 0.03 -0.02 0.04
H -2.278 -1.634 -2.030 -0.06 0.01 -0.03
H -5.347 -0.662 -1.190 0.00 0.00 -0.02
H -5.984 1.698 -0.447 0.00 0.00 0.01
H -4.227 3.289 0.119 0.00 -0.01 0.05
H -2.073 2.300 0.708 0.08 -0.04 0.08
H 0.211 -5.287 -1.834 0.01 0.02 -0.01
H 2.267 -6.339 -0.915 0.00 0.00 0.00
H 2.984 -5.733 1.407 0.00 0.00 0.00
H 1.562 -4.170 2.706 -0.01 -0.01 0.00
O 4.284 -0.997 -2.675 -0.04 -0.17 0.33
C 3.041 -0.760 -3.106 -0.14 -0.04 -0.01
C 2.871 -0.350 -4.432 0.00 0.00 0.06
C 1.607 -0.103 -4.928 -0.02 0.04 -0.05
C 0.484 -0.250 -4.119 0.01 0.03 -0.01
C 0.654 -0.640 -2.805 0.02 -0.01 0.06
C 1.914 -0.899 -2.269 0.04 -0.13 -0.08
C 2.080 -1.324 -0.835 0.09 -0.04 0.03
O 3.217 -1.631 -0.430 0.01 0.04 -0.23
O 1.051 -1.377 -0.086 -0.02 -0.15 0.29
H 4.167 -1.315 -1.729 0.04 0.10 -0.12
H 3.752 -0.246 -5.052 0.00 0.00 0.01
H 1.493 0.207 -5.960 0.00 -0.01 0.01
H -0.505 -0.054 -4.509 -0.03 0.02 0.00
H -0.211 -0.739 -2.160 -0.02 0.00 0.01
C -0.406 3.828 -3.440 0.03 -0.01 -0.04
C -0.083 4.131 -2.131 -0.02 -0.06 0.03
C -0.785 3.524 -1.090 0.02 0.09 0.06
C -1.803 2.612 -1.347 0.08 -0.02 0.03
C -2.132 2.332 -2.672 0.02 -0.11 0.02
C -1.439 2.932 -3.706 -0.01 0.00 -0.05
Si 0.583 1.316 0.728 -0.09 -0.18 0.16
C 2.363 1.624 0.300 -0.09 0.10 -0.19
C 3.332 1.537 1.305 0.01 0.06 0.03
C 4.681 1.617 0.997 0.00 -0.01 0.04
C 5.081 1.808 -0.318 0.01 -0.01 -0.01
C 4.134 1.907 -1.327 -0.04 0.00 0.01
C 2.785 1.800 -1.022 0.09 0.00 0.04
C 0.233 2.423 2.202 0.02 0.04 -0.05
C -0.884 2.170 3.011 -0.02 -0.02 -0.07
C -1.223 3.017 4.053 0.01 0.00 0.01
C -0.455 4.148 4.297 -0.03 0.01 0.03
C 0.653 4.424 3.509 0.03 -0.04 -0.03
C 0.996 3.566 2.474 0.02 0.01 0.05
H 0.138 4.288 -4.255 -0.01 0.00 -0.01
H 0.707 4.838 -1.912 0.01 0.00 0.01
H -0.579 3.823 -0.064 0.02 -0.07 0.01
H -2.932 1.629 -2.877 0.00 0.01 0.00
H -1.699 2.704 -4.732 0.00 0.00 0.00
H 3.035 1.404 2.340 0.00 -0.01 -0.01
H 5.421 1.529 1.782 0.00 0.00 0.00
H 6.135 1.867 -0.557 0.00 0.00 -0.01
H 4.446 2.032 -2.355 0.00 0.00 0.00
H 2.060 1.832 -1.823 -0.08 0.07 -0.05
H -1.501 1.300 2.809 -0.01 0.02 -0.03
H -2.089 2.805 4.665 0.00 0.00 0.00
H -0.725 4.821 5.101 0.00 -0.01 0.01
H 1.251 5.306 3.701 -0.01 0.00 0.00
H 1.866 3.785 1.867 -0.02 0.01 -0.01
```
Positions in Å, forces in eV/Å.

As for the spin multiplicity: 2. As for the HOMO-LUMO gap (spin up / spin down): 0.2170 / 0.2210 Eh. Its net charge is 0.



Let's list energy relative to the best compared isomer or geometry (same formula, charge and spin) in order: 116.2, 125.8, 273.6 kJ/mol.
Let's list F_max in order: 0.0784, 0.0994, 0.0146 Eh/bohr.